[1]
This record from OMol25 describes the molecule C7H12FN at a distorted geometry. The level of theory is wB97M-V/def2-TZVPD.

As for the expectation value of S²: 2.009. The calculation puts the HOMO energy (alpha / beta) at -0.130 / -0.303 Ha. The value obtained for the energy relative to the best compared isomer or geometry (same formula, charge and spin) is 66.8 kcal per mole. The energy is -11652.862 eV.

The geometry in ORCA input format:
```
! RIJCOSX wB97M-V def2-TZVPD def2/J DEFGRID3
* xyz 0 3
H 2.25 0.44 -1.50
F -1.41 1.23 -1.62
H 0.35 -0.11 1.90
H 0.71 1.56 1.31
C -1.32 0.87 -0.28
H -2.44 0.16 2.11
C -3.15 -0.20 1.34
H -3.97 -0.73 1.91
H -3.46 -0.43 -0.86
C 0.68 0.49 1.06
C 2.06 -0.36 -0.68
C 2.18 0.19 0.67
H 2.75 -1.29 -0.75
H 2.72 -0.59 1.28
H -1.47 1.84 0.19
H 0.61 -1.73 -0.16
C -2.86 -0.20 0.04
H 2.82 1.07 0.66
H 0.28 -0.94 -1.79
C 0.62 -0.80 -0.79
N -0.08 0.38 -0.12
*
```

=====

[2]
This record from OMol25 describes a structure of composition C23H36EuN4. The level of theory is wB97M-V/def2-TZVPD.

As for the expectation value of S²: 15.760. The calculation puts the HOMO energy (alpha / beta) at -0.485 / -0.554 Ha. The value obtained for the energy relative to the best compared isomer or geometry (same formula, charge and spin) is 10.4 kcal per mole. The energy is -49713.962 eV.

The geometry in ORCA input format:
```
! RIJCOSX wB97M-V def2-TZVPD def2/J DEFGRID3
* xyz 2 8
C -0.19 -0.81 2.90
H -0.18 -3.71 -1.24
H -2.53 2.86 -3.00
C -1.54 -2.09 -1.47
N -2.07 -0.87 -0.80
H 1.83 4.21 1.57
H -1.66 3.20 1.86
H 0.26 0.79 -3.97
C 1.24 -0.28 2.91
H -3.63 -0.34 0.46
H 2.31 -3.16 0.26
C 0.53 3.05 0.30
H -2.43 -2.39 4.85
H 0.12 4.45 1.88
H 1.04 -2.66 1.34
C -0.10 2.07 -2.26
H 3.25 -1.60 1.77
H -2.34 -2.83 -1.60
H -3.15 1.78 -1.76
H 3.21 2.46 -2.64
H 3.42 3.68 -0.45
C -2.00 -1.91 3.98
C 2.35 1.82 -2.81
H -2.68 -0.43 -1.47
C -2.53 2.66 -1.93
C 0.87 3.71 1.62
C -2.89 -1.14 0.39
C -1.90 3.41 0.82
H -1.44 1.15 -3.69
C 1.56 2.61 -0.56
H -2.85 2.91 0.60
H 3.18 -0.81 0.20
H -2.08 4.49 0.74
N 1.83 -0.03 1.58
H 3.62 1.94 -0.57
C -0.71 -1.41 4.03
H -0.38 2.38 -4.37
H 3.12 2.68 0.95
H -0.73 -3.04 0.28
C -2.14 -1.22 1.71
C 3.00 2.73 -0.14
H -1.21 -1.80 -2.47
H 0.91 3.00 2.45
C -1.12 2.52 -1.41
H 2.52 0.70 1.71
H -3.03 3.49 -1.45
C 1.68 -2.32 0.53
C -0.80 2.96 -0.11
H 1.34 -2.04 -1.46
C -0.41 -2.77 -0.73
H -3.45 -2.07 0.27
C -2.72 -1.83 2.80
Eu 0.02 0.43 -0.13
H 1.25 0.66 3.46
N 0.81 -1.92 -0.61
H 1.85 -0.98 3.49
N -0.92 -0.68 1.79
C 1.24 2.13 -1.84
H -0.11 -1.50 4.93
C -0.43 1.57 -3.64
H -3.72 -2.26 2.72
C 2.57 -1.19 1.02
H 2.03 1.97 -3.84
H 2.71 0.78 -2.74
*
```

=====

[3]
This record from OMol25 describes a cluster of 40 separate species, H80O40 in total at a distorted geometry. The level of theory is wB97M-V/def2-TZVPD.

The calculation puts the HOMO energy at -0.357 Ha. The value obtained for the energy relative to the best compared isomer or geometry (same formula, charge and spin) is 235.7 kcal per mole. The energy is -83195.594 eV.

The geometry in ORCA input format:
```
! RIJCOSX wB97M-V def2-TZVPD def2/J DEFGRID3
* xyz 0 1
H -0.40 1.17 -0.10
H 0.76 -0.92 -2.93
H 3.06 -2.08 5.19
H -0.06 -6.30 -0.08
H -1.92 1.45 -4.38
O -2.59 2.74 2.72
H -4.97 1.12 2.97
O -5.68 0.55 2.66
O 2.30 -3.39 0.28
O -3.52 -2.02 -2.31
H 6.18 -0.29 -0.47
H 4.10 3.89 1.46
O 3.76 -2.36 4.50
H -3.49 -0.33 0.48
O -5.46 2.03 -3.41
O 1.57 -1.34 -2.63
O 1.71 -3.28 -4.15
O 1.08 2.29 -4.40
H -0.36 2.75 0.06
H -5.37 1.17 -3.87
O 4.14 -1.15 -1.71
H -6.66 2.11 -0.43
H 5.07 -0.31 0.21
O -2.36 -0.48 3.91
H 2.98 0.44 -1.82
H 1.03 -1.22 6.63
H -0.63 -0.48 -6.33
H 0.76 -1.31 2.67
H -0.26 0.58 -1.73
H 3.75 -1.45 -2.57
O -1.07 -2.50 0.34
H -3.01 -2.64 -1.78
H -5.46 1.23 -0.54
H 4.89 3.09 -3.65
H -3.03 2.57 1.90
O 0.94 -0.92 -0.07
O -4.88 -1.30 1.07
O -2.25 -2.87 3.71
H 3.31 -3.16 4.22
O -2.89 0.11 -0.12
H -2.40 -4.49 -0.16
H 3.89 3.40 -2.58
H -0.78 -5.86 1.24
H 5.63 2.00 0.81
H -1.82 2.67 -3.34
H 3.29 -1.24 -1.22
H 5.55 3.38 0.01
H 1.11 1.41 1.68
H 3.66 1.46 0.94
H 0.08 -1.65 4.17
H 0.92 1.71 -5.17
O -2.17 4.00 -1.77
H 3.25 -3.75 0.09
O -0.27 1.99 -0.53
H -4.94 -0.70 1.87
H -2.73 -5.64 -1.10
H -5.38 -2.10 1.02
H -0.62 -1.76 -0.10
H -0.71 1.14 -5.92
H 0.46 -4.38 1.55
H -1.70 -0.42 3.24
O 0.31 4.93 -3.62
O -2.52 -1.57 -4.99
H -2.59 3.18 -1.99
O 0.23 -1.08 6.13
H -5.75 0.54 1.69
H 3.43 0.48 1.99
H 2.86 1.01 4.83
O -3.12 -4.98 -0.54
O 2.22 1.06 -1.92
H -4.27 -1.54 -1.83
H -2.71 -2.04 -4.18
H -0.61 1.70 -2.58
H 0.40 1.99 3.05
H -3.05 3.35 3.27
O 5.97 0.08 0.40
O 3.39 4.54 1.26
H 2.08 -3.62 -4.95
O 0.45 -4.17 5.18
H 2.51 2.96 -0.89
O -0.63 -5.64 0.31
O 4.04 3.48 -3.55
O -6.09 1.50 0.16
H -0.36 4.40 0.54
O 2.94 0.88 1.20
O -0.43 4.04 1.42
H 0.09 -0.14 5.98
H -4.57 2.31 -3.61
H -3.07 -1.78 -5.72
O 3.34 3.44 -0.91
O 0.51 1.30 2.43
H 2.05 2.29 -4.40
H -1.37 -2.89 4.03
O -0.42 0.74 -2.65
H 1.22 -1.61 -1.73
H -2.40 4.79 -2.24
H 0.48 -3.59 2.98
H 1.51 0.71 -2.56
O -2.31 2.24 -4.00
H -2.02 -2.55 2.83
H -0.46 -3.99 5.06
O -1.05 0.40 -6.42
H 0.92 -4.84 4.68
H 0.00 4.27 -2.99
O 5.64 2.95 0.91
H 3.33 4.26 -0.36
H 0.56 4.10 1.64
H 3.79 -0.20 5.35
H -2.51 0.98 0.18
H 0.81 -3.29 -4.48
H 1.25 4.80 -3.33
H 1.40 -1.74 0.11
H -2.04 -2.41 0.30
O 3.08 0.46 5.60
O 0.53 -4.42 2.48
H -3.08 0.16 3.87
H 1.13 -0.08 0.36
H 3.61 5.32 1.79
O 0.10 -1.88 3.21
H 1.86 -3.94 0.98
*
```

=====

[4]
This record from OMol25 describes the molecule C3H7N3O. The level of theory is wB97M-V/def2-TZVPD.

The structure (SMILES) is [H]/N=C/NC(=O)NC. The calculation puts the HOMO energy at -0.360 Ha. The value obtained for the energy relative to the best compared isomer or geometry (same formula, charge and spin) is 5.3 kcal per mole. The energy is -9742.804 eV.

The geometry in ORCA input format:
```
! RIJCOSX wB97M-V def2-TZVPD def2/J DEFGRID3
* xyz 0 1
N 3.03 -0.29 -0.42
H -2.18 0.94 0.65
N -1.47 0.24 0.48
H -1.15 -1.59 -0.47
H 0.74 -0.94 0.25
O -0.16 2.08 0.19
H 2.01 1.53 -0.75
N 0.78 0.01 -0.07
C -0.28 0.87 0.19
H -2.49 -0.66 -1.17
H 3.86 0.21 -0.75
H -2.67 -1.47 0.41
C -1.98 -0.92 -0.23
C 2.03 0.48 -0.44
*
```